Version 1
Below is a 11-piece molecular cluster, H24NO10 overall, with properties calculated with the ωB97M-V functional and the def2-TZVPD basis.

Computed properties:
charge	+1
gap between HOMO and LUMO	0.3861	hartree

Each line ends with the Löwdin charge.
Cartesian coordinates (Å):
O  1.28311  2.39844  2.12216  -0.11
H  0.19146  -2.98526  -0.38454  0.02
N  0.49342  -0.28663  0.17929  0.31
H  0.27950  0.71425  0.33446  0.10
H  -2.58767  -1.55141  2.18290  0.13
H  -2.64148  -0.53332  0.77647  0.10
O  -1.49848  1.45266  2.47040  -0.08
H  1.57335  -0.32382  0.37209  0.16
O  0.37855  -2.67003  -1.23989  -0.02
H  2.11757  -0.67914  -3.12189  0.09
O  -1.97153  -2.40675  -2.50114  -0.14
H  -0.47600  -2.71284  -1.62735  -0.03
H  1.07644  -2.34068  3.18574  0.06
H  0.33364  -0.45507  -0.75885  0.05
H  0.36957  2.55505  1.97459  -0.05
H  1.30651  1.77188  2.99941  0.13
H  -0.26963  3.25845  -1.35189  0.10
H  -1.43708  3.24369  -0.10891  0.07
H  -2.48665  -2.57223  -3.35370  0.09
H  -2.06122  2.00552  1.91494  0.03
H  -2.01357  -1.38038  -2.32126  -0.06
O  1.42877  -1.59486  2.66710  -0.08
H  0.24307  -1.00524  0.81469  0.07
O  2.11070  0.33694  -3.05022  -0.08
H  1.90025  -1.23276  3.48282  0.09
H  -1.39135  0.16838  -2.84467  0.13
O  -1.98113  -0.06973  -2.08823  0.04
H  -2.43589  0.71475  -2.13263  0.05
H  3.93510  1.59809  0.14006  0.03
O  -0.75173  2.72841  -0.62434  -0.11
O  -2.39896  -0.67750  1.73524  -0.05
H  1.31272  0.68040  -3.47049  0.01
H  4.02315  0.55101  1.20607  -0.01
O  3.77739  0.70994  0.35741  0.02
H  -1.73190  0.58977  2.06414  -0.06


Version 2
Below is a 11-piece molecular cluster, H24NO10 overall, with properties calculated with the ωB97M-V functional and the def2-TZVPD basis.

Computed properties:
charge	+1
gap between HOMO and LUMO	0.3328	hartree

Each line ends with the Löwdin charge.
Cartesian coordinates (Å):
O  1.13000  5.03200  30.16600  -0.03
H  4.01900  8.60500  26.74300  0.05
N  3.23500  5.71900  27.72900  0.35
H  1.10300  4.85700  31.15000  0.10
O  4.72700  7.66100  29.94200  -0.02
H  4.88800  7.92900  30.82300  0.05
H  0.49900  3.93000  25.80600  -0.01
O  4.98400  3.86200  29.80100  -0.04
H  3.17000  5.58200  26.79200  0.05
H  1.85500  2.23700  26.57200  0.14
H  5.76800  4.23300  30.13600  0.02
H  3.01000  8.03900  29.55600  0.04
H  4.96000  8.25400  25.82000  -0.01
O  3.10700  1.78700  30.21200  -0.11
H  4.19700  5.92000  28.05200  0.13
H  2.47100  6.48100  27.85900  0.14
H  4.09400  3.37800  24.64600  0.00
O  0.07100  4.75300  25.43400  -0.17
H  3.03300  4.96100  28.22200  0.03
H  0.45600  5.56500  26.04400  0.04
H  1.73000  8.83400  29.23100  0.05
H  1.11900  2.53500  27.77700  -0.02
H  3.61900  1.87000  31.03200  0.03
O  4.22500  7.87300  26.15800  0.01
H  5.34300  3.19700  29.16700  0.08
H  0.73700  7.68200  26.08600  0.02
H  -0.10000  7.50800  27.19000  0.10
O  4.09800  4.25200  24.97000  -0.09
O  0.65700  7.09400  26.75400  0.01
H  5.00100  4.12600  25.55800  0.13
H  2.97100  2.75200  29.84300  0.05
O  1.36800  3.00900  27.07000  -0.03
H  0.83100  5.85400  29.96600  -0.05
O  1.98200  8.05700  29.77700  -0.11
H  5.61500  7.94900  29.74600  0.07


Decreasing stability: version 1, version 2


Version 1
Below is CH3BrCl2OSi as an isolated structure, with properties calculated with the ωB97M-V functional and the def2-TZVPD basis.

Computed properties:
charge	0
gap between HOMO and LUMO	0.3293	hartree

Each line ends with the Löwdin charge.
Cartesian coordinates (Å):
H  1.10515  0.07919  -0.09354  0.10
Cl  -1.76066  0.27330  4.38838  0.38
Si  -2.10380  0.60496  2.48303  -0.65
Cl  -3.42659  -0.51041  1.57795  0.40
H  -0.53394  -0.27555  -0.47815  0.07
H  -0.23028  1.43966  -0.12427  0.03
C  0.05443  0.45430  0.13563  -0.28
Br  -2.17056  2.80531  2.13081  0.35
O  -0.04803  0.08471  1.48618  -0.39


Version 2
Below is a 2-piece molecular cluster, CH3BrCl2OSi overall, with properties calculated with the ωB97M-V functional and the def2-TZVPD basis.

Computed properties:
charge	0
gap between HOMO and LUMO	0.2427	hartree

Each line ends with the Löwdin charge.
Cartesian coordinates (Å):
H  1.66280  -0.41001  1.04127  0.09
Cl  -0.72344  2.40736  1.27160  -0.31
O  0.29264  -0.60105  -0.48431  -0.36
C  1.34068  0.12262  0.12521  -0.17
H  2.24135  0.36372  -0.55368  0.12
Br  -2.12923  -2.08755  0.78084  0.50
Si  -1.30234  -0.56153  -0.48498  -0.28
Cl  -2.16010  -0.31148  -2.20459  0.48
H  0.77766  1.07791  0.50864  -0.08


Decreasing stability: version 1, version 2


Version 1
Below is one molecule with the formula C11H11NO, with properties calculated with the ωB97M-V functional and the def2-TZVPD basis.

Computed properties:
charge	0
gap between HOMO and LUMO (spin up / spin down)	0.2479 / 0.3070	hartree

Each line ends with the Löwdin charge.
Cartesian coordinates (Å):
C  0.05917  -0.06755  -1.07570  -0.20
N  -1.20712  -0.76719  2.24659  -0.04
C  -0.59039  -0.13006  -3.46254  -0.08
C  0.78786  -1.19199  -1.35388  -0.04
C  0.46985  0.77594  1.46944  -0.11
H  -1.15733  0.32110  -4.21695  0.09
C  0.26523  -1.20954  -3.66754  -0.09
H  1.06915  -0.35806  4.20958  0.06
O  -1.72975  -0.73221  1.14204  0.02
H  -1.28023  1.31264  -2.24633  0.14
H  0.48897  -1.57311  -4.66598  0.10
H  0.34139  2.77048  0.27465  0.14
C  0.93493  -1.76055  -2.60028  -0.09
C  -0.28780  -0.01171  2.62160  -0.28
C  -0.52243  0.47855  -2.22985  -0.03
C  0.03286  0.68152  0.10347  -0.15
H  1.29141  -2.78749  -2.57316  0.11
H  -1.25291  2.20687  0.93798  0.11
H  0.20439  1.15380  4.56745  0.11
C  -0.23963  1.91018  0.72722  -0.06
H  1.29913  -1.67927  -0.54395  0.12
H  1.48074  1.04427  1.77675  0.14
H  -0.59631  -0.52346  4.49744  0.07
C  0.13879  0.13685  4.06196  -0.04


Version 2
Below is one molecule with the formula C11H11NO, with properties calculated with the ωB97M-V functional and the def2-TZVPD basis.

Computed properties:
charge	0
gap between HOMO and LUMO	0.3608	hartree

Each line ends with the Löwdin charge.
Cartesian coordinates (Å):
C  -2.17144  2.52631  0.56912  0.08
N  -1.54892  -0.67680  0.11986  -0.08
C  -1.71012  1.31826  0.27000  -0.11
C  3.29115  -0.33728  -0.77605  -0.06
O  -3.43275  -0.01742  -1.13813  0.10
H  -1.12948  -2.66426  -0.65350  0.08
C  0.69802  0.23569  0.24578  -0.19
H  0.03097  0.32325  -1.90608  0.17
H  -2.68843  -2.35237  0.00207  0.07
H  2.44313  -0.19821  -2.63673  0.09
H  -0.75139  0.20169  1.88734  0.14
H  1.86115  0.44448  2.16305  0.13
C  2.17287  -0.22433  -1.61773  -0.10
H  -1.28793  -2.69339  1.10890  0.12
H  3.87746  -0.00775  1.33539  0.09
H  -1.81275  3.25759  1.29899  0.07
C  0.93076  0.08945  -1.14339  -0.03
C  3.11863  -0.04573  0.59501  -0.07
C  1.81647  0.16251  1.06429  -0.06
H  -3.07709  2.85122  0.04128  0.08
H  4.15743  -0.48460  -1.36168  0.08
C  -1.64631  -2.12662  0.15147  -0.03
C  -0.66421  0.22395  0.83103  -0.15
C  -2.47725  0.19437  -0.45028  -0.41


Decreasing stability: version 2, version 1